No. 1
C40H92O23P4 | ωB97M-V/def2-TZVPD

Geometry as XYZ:
```
159
Properties=species:S:1:pos:R:3:forces:R:3:lowdin_charge:R:1
H 0.2992 -1.2248 -3.8734 0.5 0.1 -0.2 0.08
H 5.5238 -1.5574 -2.8467 0.1 0.0 -0.1 0.10
H -1.5250 -2.0610 -2.8219 0.3 0.1 0.1 0.10
C -4.5453 -3.8329 -4.0439 -0.7 -0.2 0.4 -0.15
C -3.1232 -6.5060 3.7349 0.6 -0.2 0.5 -0.11
O -1.2089 -0.1228 0.6556 -1.5 0.4 -0.3 -0.14
H -3.9550 1.8483 -2.7395 -0.2 -0.2 -0.5 0.09
H -3.5238 4.3386 5.2248 -0.3 0.1 0.2 0.11
C 4.1083 3.6793 4.4965 -0.6 -0.3 -0.3 -0.07
O -3.5192 -6.1635 2.4066 -0.1 0.2 -1.2 -0.23
H 1.2409 -0.2373 7.6515 0.1 0.0 0.2 0.09
H -4.0759 5.2652 3.7855 -0.2 0.0 0.3 0.12
H 2.8142 3.2483 0.7565 0.1 0.4 0.4 0.08
H -3.0302 1.3423 3.2690 -0.1 -0.2 -0.4 0.12
O -4.5582 -0.1472 -2.7269 -0.6 -1.2 -1.1 -0.23
H -7.9936 -0.0203 -3.3453 -0.2 -0.2 0.2 0.08
H -0.2823 3.7479 -1.1724 0.7 0.0 0.1 0.09
H 5.2836 -1.0393 0.6095 0.1 -0.5 -0.1 0.11
H 4.9152 -3.8600 0.8742 -0.1 0.3 -0.5 0.09
H 4.5007 3.7873 5.5077 0.4 0.5 -0.3 0.09
H 4.3644 -5.9513 2.5315 -0.2 -0.1 0.0 0.12
H 0.3979 -1.3308 1.3672 -0.3 0.3 0.5 0.09
O -2.8700 -3.7237 2.6723 0.4 -0.4 -0.4 -0.23
O -4.8337 -0.7393 -5.2811 -0.2 -0.6 1.6 -0.27
H -3.0778 2.4666 1.9060 -0.2 -0.1 -0.1 0.12
H 3.6851 4.5743 4.0405 0.4 0.3 0.3 0.09
H 3.2558 3.0153 4.6395 0.1 -0.4 -0.4 0.05
C -0.6900 1.1889 0.3761 0.9 -0.7 -0.3 -0.17
C 3.9027 3.2039 0.7223 0.5 -0.5 -1.1 -0.10
H 4.2105 -3.5269 2.3454 -0.5 -0.3 0.4 0.09
P -5.0413 -1.1913 -3.8743 0.5 -0.1 -0.1 0.50
C -1.9437 3.2229 -6.6088 0.1 -0.9 1.4 -0.15
O 6.3859 5.2502 2.9856 -1.9 -3.8 0.6 -0.23
C -3.2312 3.4536 -5.7330 2.2 -1.0 -0.7 -0.18
H -3.9254 -4.6358 -3.6448 0.5 0.5 0.1 0.07
H 1.8968 -5.2727 -0.4014 0.7 -0.3 -0.4 0.11
C -7.7141 -0.8039 -4.0496 -0.1 0.2 0.0 -0.12
C -1.3522 6.3360 0.5878 0.5 -0.1 -0.3 -0.16
C -4.2284 3.0552 3.5971 -1.4 1.1 1.8 -0.16
C 4.0097 -4.0915 1.4349 1.4 1.2 -0.6 -0.16
C -0.2701 4.7555 -0.7568 -0.8 -0.1 -0.5 -0.18
H -3.0433 -7.5919 3.7861 -0.5 0.0 -0.1 0.09
H -0.2969 -0.4806 6.9012 -0.3 -0.2 0.3 0.08
C 0.1987 -2.2490 -4.2327 -0.7 0.1 0.8 -0.17
H -2.0425 5.1571 -1.9852 -0.4 -0.2 0.4 0.11
H 1.3167 1.5315 -0.4350 0.0 0.3 -0.2 0.09
H 3.6761 -1.0349 3.0153 -0.6 -0.6 0.0 0.09
O -2.2768 4.3947 3.6180 -0.2 0.6 0.5 -0.14
H -0.4658 -2.0138 4.1372 -0.1 -0.1 -0.6 0.09
O -1.4103 6.7862 -0.8047 -0.4 -0.5 0.7 -0.13
H -1.3478 1.9318 -0.0750 -1.0 -0.4 0.8 0.10
C 3.9912 -5.6075 1.5668 0.0 0.9 0.1 -0.23
H -0.5663 -7.0102 0.9125 -0.2 0.1 0.5 0.09
C -1.3056 3.2624 -4.2972 -1.4 -2.3 -0.9 -0.21
H -0.5658 6.9327 1.0499 -0.2 0.2 0.3 0.11
C 1.2882 -3.1688 -3.7041 1.2 0.6 -0.4 -0.26
O -2.7417 3.3248 -4.3887 -0.7 1.5 0.6 -0.20
H 2.2032 -2.8934 1.3607 -0.3 -0.2 0.1 0.09
O 4.5476 4.2377 1.4535 0.9 0.8 1.5 -0.24
H -3.0798 0.7800 -3.9514 -0.8 0.2 -0.3 0.07
H 3.4037 0.5726 3.5577 0.0 0.2 -0.1 0.08
H -1.8518 4.2510 0.6400 0.1 -0.3 0.1 0.10
H -1.9294 -1.4565 4.8784 0.1 0.3 0.4 0.09
H 0.0873 2.6089 -5.7249 0.0 -0.1 -0.8 0.08
C 5.4917 -0.5541 -2.4218 0.0 -0.5 -1.0 -0.20
H 5.9878 0.5593 0.5338 -0.6 0.4 0.4 0.10
C -0.6181 -4.0298 -2.7957 1.1 -0.2 0.9 -0.20
H -1.2320 1.4308 -5.5877 -0.1 0.1 0.5 0.10
H -2.3013 6.4344 1.1147 0.0 0.4 -0.2 0.11
H -3.2148 -4.0496 -1.4136 -0.5 0.1 -0.1 0.06
O -1.5483 -5.1665 1.0076 -0.5 1.1 1.1 -0.23
H -0.2378 4.6138 1.3728 -0.4 0.0 0.2 0.11
H 0.1340 1.3060 -1.7323 -0.3 -0.1 0.2 0.08
H -3.6775 4.4119 -5.9988 -0.1 0.1 0.6 0.10
H -1.0856 3.1090 2.7380 0.2 -0.5 0.2 0.09
H 2.1737 -2.6048 -3.4110 0.1 0.1 0.2 0.10
C 6.8790 6.2247 2.1481 -0.3 1.4 -0.8 -0.15
H -3.8071 -6.1009 4.4807 -0.2 -0.1 -0.3 0.09
H -1.5485 4.1961 -6.9000 0.1 -0.3 -0.5 0.10
P -2.9668 -4.8389 1.7151 -0.3 2.0 -0.5 0.44
H -1.0188 -6.3649 -0.6208 0.0 0.6 -0.1 0.08
H -2.7307 -2.9601 -0.1585 0.2 0.0 0.2 0.07
C -1.1447 5.6561 -1.6204 0.7 -0.1 -0.3 -0.23
H 5.7352 0.1162 -3.2461 0.0 0.2 0.2 0.10
H 4.6083 -6.0489 0.7842 0.0 -0.2 -0.2 0.11
H -0.7043 -1.9990 0.1703 0.1 -0.2 0.0 0.11
O 4.2597 0.2606 -0.5677 -0.6 0.9 -0.8 -0.16
H 0.1252 -2.2198 -5.3198 -0.1 -0.2 0.1 0.09
H 4.2315 3.3802 -0.3019 -0.3 -0.5 -0.2 0.09
C -1.8776 3.0464 3.4842 2.1 1.4 0.0 -0.24
H -1.7539 -1.0579 3.2194 0.4 -0.4 -0.3 0.08
H -1.8278 -3.0553 -4.2049 -0.1 0.2 -0.1 0.09
H 7.8739 6.4925 2.5039 0.0 0.1 -0.4 0.09
C 4.1084 -0.3186 -1.8714 -1.0 0.3 0.3 -0.21
H -3.9174 2.6340 -5.9463 -0.3 0.1 0.3 0.11
C -3.5824 -3.5313 -0.5280 1.5 0.3 0.5 -0.08
H -2.1273 -6.1605 4.0120 0.1 0.4 -0.4 0.08
H 1.6794 -3.8866 -4.4251 -0.4 -0.2 -0.4 0.11
C -0.9882 2.4932 -5.5908 0.3 1.7 0.0 -0.19
H 0.5339 -1.8410 7.6704 0.4 -0.5 -0.8 0.09
H -0.7508 4.1948 -4.1929 -0.4 0.3 -0.2 0.10
H 3.4901 -1.2067 -1.7407 0.3 -0.5 -0.2 0.09
H -8.5118 -1.5299 -4.2067 0.0 0.1 0.3 0.08
H 6.9348 -1.4161 -1.1313 0.1 0.0 0.3 0.10
O -4.2111 -2.5642 -3.4066 -1.6 1.1 -1.2 -0.27
H -0.3587 1.4171 1.3891 0.7 1.3 -0.4 0.11
P 5.8125 3.8239 2.3754 0.4 -0.1 0.0 0.49
H -1.1308 2.6287 -3.4278 0.2 0.2 0.2 0.09
C 6.4223 -0.4597 -1.2356 0.0 -0.8 0.6 -0.15
H 2.7446 -3.2243 -0.2568 0.5 0.0 0.0 0.10
H -2.3139 -6.8992 0.4140 0.3 -0.8 -0.1 0.08
H 6.8305 5.9525 1.0938 0.5 -0.1 0.0 0.09
C 0.6913 -0.5160 -0.5664 1.1 0.1 -1.7 -0.15
H -2.7030 0.7094 -2.3184 -0.2 -0.3 0.6 0.07
O 6.8536 3.0214 1.6548 -1.7 1.0 1.3 -0.26
H 0.4911 -1.0334 -1.5047 0.2 0.0 -0.2 0.09
O -0.5606 0.0227 4.4155 2.4 1.8 1.0 -0.23
P 1.0361 0.1082 4.7190 -1.4 -0.1 0.0 0.45
H -5.5563 -4.1387 -3.7748 -0.2 0.3 0.1 0.07
O 1.6338 -0.4471 3.3470 -0.3 -0.4 1.0 -0.21
H 6.1805 7.0536 2.2634 0.3 0.5 -0.1 0.09
H -1.1010 -4.1961 -1.8328 0.2 0.2 0.2 0.09
H -4.2941 -2.7323 -0.7357 -0.7 -0.8 0.1 0.09
H 7.2033 0.2994 -1.2796 -0.3 0.2 -0.2 0.11
O 0.7954 -3.8133 -2.5740 -0.8 -0.7 0.9 -0.16
H 0.6965 5.2312 -0.5907 0.4 -0.4 -0.7 0.12
H -0.6227 5.9287 -2.5376 0.1 0.6 0.1 0.11
H -7.5807 -0.2939 -5.0036 0.8 -0.3 -0.1 0.08
H -1.4835 2.5978 4.3961 0.0 0.2 0.3 0.12
H -5.1149 3.1883 2.9771 0.3 0.2 -0.3 0.11
H -2.1368 2.4886 -7.3909 0.0 0.7 -0.5 0.10
O 5.0908 3.0737 3.6194 1.0 0.6 -0.5 -0.23
H 1.7395 -0.6861 -0.3205 0.1 0.0 -0.1 0.08
C -0.9454 4.8533 0.5791 -0.3 0.5 0.1 -0.19
O -3.9729 -4.5139 0.4605 0.3 -1.0 1.3 -0.22
C -3.6043 4.3479 4.1378 0.4 1.0 -0.5 -0.19
C 2.9714 -0.2076 2.9312 1.0 1.1 0.2 -0.08
O 2.6495 -5.9395 1.4153 -0.9 -1.3 0.7 -0.12
C -1.0528 -2.7826 -3.4886 -1.2 -0.2 -1.6 -0.18
C -1.1780 -1.1887 4.1355 -1.1 -1.4 -0.4 -0.14
C -0.1913 -1.0894 0.4825 -0.5 0.1 0.0 -0.21
O 1.2834 -1.0610 5.8080 0.8 -0.7 -1.8 -0.22
H 0.9049 -4.9715 0.8642 0.1 0.1 1.0 0.10
H -4.6022 2.5594 4.4930 0.0 -0.5 -0.1 0.11
O -6.5970 -1.5358 -3.5158 1.7 0.2 -0.3 -0.24
C 2.6832 -3.6529 0.7435 0.6 -0.2 0.6 -0.12
H -4.5111 -3.8688 -5.1328 0.4 0.6 0.0 0.08
C 0.4022 1.0103 -0.7181 0.6 -1.3 1.8 -0.12
C -3.5592 0.8606 -2.9758 0.9 -0.1 0.2 -0.09
C 5.4621 -0.1932 -0.0540 1.8 0.0 0.5 -0.23
O 1.4681 1.4414 5.1803 -0.2 -0.8 -0.5 -0.23
C -3.0657 2.3964 2.9937 -0.6 -3.2 -1.8 -0.21
H 4.2422 2.2144 1.0285 -0.1 0.0 0.0 0.06
H -0.7724 -4.9616 -3.3397 0.1 0.0 -0.5 0.11
C -1.3367 -6.4165 0.4205 -0.7 -1.3 -0.9 -0.15
H 2.9711 0.1561 1.9037 -0.2 -0.2 0.0 0.08
H 3.5120 0.3204 -2.5226 0.0 0.4 0.2 0.10
C 0.6737 -0.9521 7.0553 -0.8 1.9 1.2 -0.13
C 1.9732 -4.9896 0.6484 -1.3 0.3 -1.2 -0.22
```
Forces are in eV/Å.

Summary:
Gap between HOMO and LUMO (alpha / beta) ... 1.46 / 9.62 eV
⟨S²⟩ ... 0.750
Lowest unoccupied orbital energy (alpha / beta) ... 2.14 / 2.11 eV
Charge ... -1
2S+1 ... 2
Calculated total energy ... -127222.304 eV

No. 2
C5H11NO | ωB97M-V/def2-TZVPD

Geometry as XYZ:
```
18
Properties=species:S:1:pos:R:3:forces:R:3:lowdin_charge:R:1
C 0.5013 1.3713 -0.3215 -0.4 -3.9 3.0 -0.17
C -0.6493 -1.8752 0.8351 1.9 -3.0 -1.6 -0.16
H 0.0139 -2.7526 0.3415 -0.5 1.5 2.2 0.12
C 0.0214 -0.7710 1.5924 1.1 3.4 0.4 -0.25
C 1.0531 0.3774 0.8893 0.1 -0.7 0.4 -0.13
H -0.7728 -0.0527 1.9493 0.5 -1.0 0.1 0.10
H -1.4450 -2.3698 1.3991 0.1 0.2 -0.2 0.07
H -1.4427 0.7218 -2.7894 -1.4 -0.9 -0.6 0.11
O 0.0769 1.9446 -3.1445 -0.3 -0.2 0.1 0.04
C -0.4877 1.0757 -2.5162 2.4 1.6 -0.1 -0.35
H 1.2874 1.9253 -0.6934 1.4 1.7 -0.4 0.08
H 0.6116 -1.1298 2.4942 -0.9 0.3 -1.1 0.11
H -0.3738 1.8784 0.1016 0.6 0.6 -0.1 0.12
H 1.3270 1.0761 1.7589 -0.3 -1.1 -1.2 0.10
H 1.9834 -0.2422 0.6179 -1.2 1.4 -0.1 0.11
H -0.8079 -0.0092 -0.9735 1.9 0.4 -0.6 0.12
H -0.9390 -1.6683 -0.1640 -1.4 1.2 -0.6 0.01
N 0.0422 0.5001 -1.3769 -3.6 -1.5 0.3 -0.02
```
Forces are in eV/Å.

Summary:
SMILES ... CCCCNC=O
Gap between HOMO and LUMO ... 10.59 eV
Lowest unoccupied orbital energy ... 0.79 eV
Calculated total energy ... -8899.128 eV
Relative energy (zero: lowest compared OMol25 entry of this formula, charge and spin) ... 247.92 kJ/mol